The following is a quantum chemistry calculation of the ion O4PS with charge -1 at a distorted geometry, from the Open Molecules 2025 dataset.

Geometry (Å):
1 O 0.652 0.417 -0.780
2 O 0.336 1.183 1.862
3 O -1.517 -0.167 -1.647
4 O 0.716 -1.272 1.456
5 P -0.133 -0.065 -2.061
6 S -0.055 -0.096 1.169

Computed properties:
**Net charge**: -1
**M**: 127.037 g mol⁻¹
**Frontier orbital gap**: 8.941 eV
**Max |F|**: 3.62 eV Å⁻¹
**Energy**: -1040.624760 Eh
**Relative energy (zero: lowest compared OMol25 entry of this formula, charge and spin)**: 0.2521 eV



The following is a quantum chemistry calculation of a structure of composition O4PSn at a distorted geometry, from the Open Molecules 2025 dataset.

Geometry (Å):
1 Sn 2.816 -0.818 0.311
2 P -0.527 0.031 -0.055
3 O -1.630 0.039 -1.198
4 O -1.079 1.220 0.819
5 O 0.702 0.721 -0.767
6 O -0.282 -1.192 0.889

Computed properties:
**Net charge**: -2
**2S+1**: 2
**M**: 213.681 g mol⁻¹
**Frontier orbital gap (alpha / beta)**: 3.802 / 3.648 eV
**Max |F|**: 6.51 eV Å⁻¹
**Energy**: -856.543529 Eh



The following is a quantum chemistry calculation of a cluster of 2 separate species, O5S2 in total at a distorted geometry, from the Open Molecules 2025 dataset.

Geometry (Å):
1 O -0.522 -0.315 1.318
2 O 0.804 -0.903 -1.060
3 O -0.228 1.873 0.346
4 O -1.229 -1.672 -2.228
5 O 1.531 1.017 1.771
6 S 0.279 0.805 1.110
7 S -0.635 -0.803 -1.258

Computed properties:
**M**: 144.129 g mol⁻¹
**Frontier orbital gap**: 10.779 eV
**Max |F|**: 3.53 eV Å⁻¹
**Energy**: -1172.520723 Eh
**Relative energy (zero: lowest compared OMol25 entry of this formula, charge and spin)**: 0.2746 eV